No. 1
The following is a quantum chemistry calculation of C35H33BrIrN5O2STe as an isolated structure at a distorted geometry, from the OMol25 dataset.

```
79
Properties=species:S:1:pos:R:3
Ir 0.119 -0.475 -0.144
C -1.329 6.312 -1.695
C -0.849 5.184 -0.774
C 0.433 5.080 -0.239
C 0.915 3.969 0.397
C 2.213 4.201 1.068
O 2.837 5.229 0.785
C 2.604 3.283 2.212
C 3.974 3.367 2.627
C 4.403 2.739 3.755
C 3.552 1.965 4.569
C 2.233 1.767 4.117
C 1.788 2.434 2.977
C 0.244 2.723 0.231
O 0.883 1.570 0.220
C -1.119 2.857 -0.224
C -1.691 4.081 -0.606
C -1.774 1.612 -0.523
N -1.556 0.492 0.241
C -2.374 0.077 1.433
C -1.541 -0.285 2.667
Te -1.631 -2.467 2.711
C -0.279 -3.802 0.439
C 1.080 -3.903 0.832
C 2.008 -4.382 -0.079
C 1.679 -4.998 -1.254
C 0.480 -5.613 -1.750
C -0.755 -5.778 -1.171
C -2.575 1.522 -1.824
C -2.456 2.453 -2.886
C -3.329 2.459 -3.977
C -4.285 1.429 -4.099
C -4.338 0.404 -3.153
C -3.519 0.459 -2.030
H -2.078 6.858 -1.134
H -1.819 5.869 -2.583
H -0.591 7.003 -2.012
H 1.130 5.920 -0.294
H 4.606 3.992 2.023
H 5.472 2.811 4.099
H 3.927 1.477 5.461
H 1.551 1.194 4.761
H 0.715 2.349 2.773
H -2.756 4.184 -0.872
H -3.001 -0.820 1.150
H -3.166 0.822 1.603
H -2.036 -0.113 3.651
H -0.496 0.030 2.629
H 1.366 -3.448 1.784
H 3.102 -4.217 0.111
H 2.443 -4.986 -2.033
H 0.600 -5.927 -2.764
H -1.524 -6.448 -1.672
H -1.596 3.126 -2.927
H -3.360 3.346 -4.640
H -4.948 1.407 -4.925
H -5.027 -0.418 -3.368
H -3.662 -0.226 -1.194
N -3.785 -4.834 -0.240
N -2.497 -4.267 -0.523
C -1.269 -4.980 -0.013
N -1.793 -5.803 1.163
S -0.978 -2.305 -0.086
H -4.469 -4.041 -0.225
H -3.712 -5.150 0.729
H -2.378 -4.019 -1.517
H -1.197 -5.764 1.983
H -1.908 -6.782 0.908
Br 2.002 0.106 -3.271
C 2.702 -0.687 -1.708
C 4.068 -1.041 -1.732
C 4.750 -1.256 -0.539
C 4.045 -1.284 0.639
C 2.669 -1.287 0.607
N 2.000 -0.933 -0.556
H 4.550 -1.030 -2.696
H 5.776 -1.502 -0.551
H 4.460 -1.375 1.663
H 2.066 -1.513 1.488
```

Values from the calculation:
Total charge ... +2
E_tot ... -139361.081 eV
Spin multiplicity ... 5
LUMO (spin up / spin down) ... -7.63 / -8.80 eV
Gap between HOMO and LUMO (spin up / spin down) ... 4.351 / 3.283 eV

Mulliken population analysis, charges in e, atoms 1 to 4: 0.54 -1.46 0.57 -0.89

---

No. 2
The following is a quantum chemistry calculation of C43H45ClN10O9Sr as an isolated structure at a distorted geometry, from the OMol25 dataset.

```
109
Properties=species:S:1:pos:R:3
Sr 0.968 1.069 -0.514
C -3.813 -12.179 -1.825
O -2.540 -11.655 -2.116
C -2.285 -10.359 -1.810
C -3.184 -9.490 -1.198
C -2.819 -8.181 -0.950
C -1.555 -7.717 -1.306
C -0.648 -8.599 -1.904
C -1.009 -9.898 -2.152
C -1.141 -6.352 -1.090
N 0.066 -5.897 -1.344
C 0.041 -4.576 -1.037
C -1.227 -4.217 -0.574
N -1.965 -5.365 -0.617
C -1.552 -2.913 -0.135
C -2.814 -2.519 0.332
C -2.971 -1.232 0.787
C -1.864 -0.379 0.782
N -0.686 -0.719 0.315
C -0.512 -1.947 -0.173
C 0.771 -2.276 -0.756
N 1.652 -1.282 -0.907
C 2.816 -1.534 -1.453
C 3.214 -2.813 -1.854
C 2.332 -3.856 -1.708
C 1.067 -3.596 -1.168
H -3.792 -13.211 -2.171
H -4.600 -11.633 -2.356
H -4.017 -12.166 -0.750
H -4.169 -9.822 -0.909
H -3.535 -7.530 -0.467
H 0.329 -8.223 -2.163
H -0.325 -10.590 -2.616
H -2.936 -5.458 -0.371
H -3.638 -3.220 0.327
H -3.927 -0.881 1.149
H -1.923 0.627 1.168
H 3.465 -0.680 -1.571
H 4.195 -2.965 -2.277
H 2.568 -4.866 -2.003
O 3.122 1.742 -0.965
C 2.865 2.730 -0.258
O 1.888 2.812 0.511
C 3.825 3.895 -0.252
C 4.524 4.259 -1.392
C 5.422 5.325 -1.376
C 5.603 5.976 -0.178
O 6.444 7.022 0.120
C 6.236 7.304 1.485
O 5.263 6.429 2.010
C 4.888 5.618 0.965
C 3.980 4.592 0.951
H 4.345 3.702 -2.300
H 5.963 5.629 -2.257
H 5.892 8.345 1.601
H 7.178 7.173 2.041
H 3.396 4.320 1.815
C 0.565 3.423 3.177
C 0.285 4.014 4.580
N -0.945 3.442 5.120
C -0.809 1.990 5.171
C -0.597 1.435 3.741
N -0.524 2.536 2.794
C -1.772 3.282 2.806
C -2.056 3.790 4.241
H 1.483 2.835 3.159
H 0.648 4.200 2.418
H 0.156 5.098 4.541
H 1.094 3.797 5.281
H -1.715 1.583 5.627
H 0.035 1.755 5.822
H -1.423 0.783 3.451
H 0.331 0.868 3.655
H -2.571 2.629 2.447
H -1.670 4.108 2.101
H -2.963 3.340 4.652
H -2.174 4.876 4.265
O 0.595 2.156 -2.555
Cl -0.002 1.036 -3.193
O -0.791 1.500 -4.281
O -0.861 0.365 -2.266
O 0.989 0.138 -3.638
N 4.044 0.057 3.119
C 3.496 -1.187 3.255
C 2.446 -1.224 2.383
N 2.349 -0.037 1.728
C 3.317 0.706 2.185
H 4.840 0.415 3.621
H 3.888 -1.909 3.940
H 1.752 -2.018 2.191
H 3.517 1.707 1.876
N -1.009 2.392 -0.161
C -1.677 2.917 -0.937
N -2.493 3.515 -1.743
C -2.339 4.920 -2.051
C -2.473 5.158 -3.553
C -3.765 4.533 -4.071
C -3.751 3.035 -3.778
C -3.646 2.819 -2.272
H -1.354 5.236 -1.702
H -3.112 5.490 -1.513
H -1.626 4.700 -4.068
H -2.464 6.233 -3.743
H -3.857 4.703 -5.144
H -4.628 4.995 -3.580
H -2.895 2.567 -4.269
H -4.665 2.562 -4.143
H -3.529 1.759 -2.042
H -4.548 3.206 -1.777
```

Values from the calculation:
E_tot ... -92004.745 eV
Spin multiplicity ... 1
LUMO ... 0.06 eV
Gap between HOMO and LUMO ... 7.347 eV

Mulliken population analysis, charges in e, atoms 1 to 4: 0.97 -0.83 -0.46 0.90

---

No. 3
The following is a quantum chemistry calculation of C4H6N2O in the gas phase at a distorted geometry, from the OMol25 dataset.

```
13
Properties=species:S:1:pos:R:3
H 1.399 -1.463 0.479
N 1.969 -0.686 0.778
C 1.458 0.450 0.556
C 2.593 1.156 -0.033
N 3.495 1.243 -0.754
O 0.170 0.800 0.356
C -0.674 -0.333 -0.004
C -2.105 0.101 -0.258
H -0.240 -0.759 -0.918
H -0.641 -1.097 0.784
H -2.155 0.859 -1.043
H -2.693 -0.765 -0.592
H -2.576 0.493 0.647
```

Values from the calculation:
E_tot ... -9270.546 eV
Spin multiplicity ... 1
Structure (SMILES) ... [H]/N=C(/C#N)OCC
LUMO ... 0.45 eV
Gap between HOMO and LUMO ... 10.678 eV

Mulliken population analysis, charges in e, atoms 1 to 4: 0.27 -0.53 0.53 0.28

---

No. 4
The following is a quantum chemistry calculation of C29H36AsNOPSiY as an isolated structure, from the OMol25 dataset.

```
71
Properties=species:S:1:pos:R:3
Y 0.054 -0.541 0.486
N 2.037 0.888 0.008
C 2.203 1.733 -1.166
C 3.469 2.065 -1.620
C 3.610 2.887 -2.729
C 2.489 3.390 -3.372
C 1.222 3.063 -2.913
C 1.068 2.227 -1.810
P -0.550 1.656 -1.241
C -0.776 2.408 0.405
C -1.898 1.989 1.131
C -2.141 2.485 2.405
C -1.252 3.385 2.975
C -0.129 3.797 2.269
C 0.110 3.315 0.989
C -1.810 2.369 -2.305
C -2.306 1.603 -3.359
C -3.243 2.145 -4.225
C -3.690 3.445 -4.034
C -3.203 4.208 -2.980
C -2.261 3.675 -2.115
H 2.872 0.320 0.137
H 1.994 1.467 0.851
H 4.346 1.691 -1.105
H 4.600 3.139 -3.084
H 2.599 4.037 -4.231
H 0.346 3.449 -3.420
H -2.624 1.324 0.666
H -3.027 2.179 2.947
H -1.438 3.772 3.968
H 0.556 4.509 2.710
H 0.969 3.671 0.431
H -1.960 0.586 -3.504
H -3.628 1.553 -5.045
H -4.425 3.865 -4.707
H -3.557 5.220 -2.834
H -1.882 4.272 -1.294
C 2.345 -1.873 3.763
Si 0.915 -0.807 3.171
C 0.323 0.295 4.574
C -0.530 -1.998 2.735
C -1.741 -1.451 2.262
C -2.749 -2.230 1.692
C -2.574 -3.602 1.587
C -1.401 -4.177 2.068
C -0.394 -3.389 2.611
H 2.085 -2.424 4.670
H 3.204 -1.243 4.000
H 2.675 -2.591 3.009
H 0.219 -0.277 5.498
H -0.640 0.756 4.349
H 1.036 1.101 4.755
H -1.930 -0.385 2.417
H -3.676 -1.774 1.368
H -3.357 -4.222 1.171
H -1.282 -5.254 2.037
H 0.505 -3.865 2.988
C 2.166 -4.647 0.079
As 1.168 -3.712 -1.249
C -0.401 -4.685 -1.723
C 2.251 -3.425 -2.791
O 0.706 -2.205 -0.628
H 2.476 -5.614 -0.315
H 1.534 -4.786 0.953
H 3.043 -4.058 0.340
H -0.119 -5.670 -2.093
H -0.932 -4.139 -2.501
H -1.029 -4.783 -0.840
H 2.552 -4.387 -3.204
H 3.133 -2.855 -2.506
H 1.674 -2.871 -3.529
```

Values from the calculation:
Total charge ... +2
E_tot ... -113232.331 eV
Spin multiplicity ... 1
LUMO ... -5.48 eV
Gap between HOMO and LUMO ... 6.967 eV

Mulliken population analysis, charges in e, atoms 1 to 4: 0.77 -0.05 0.22 -0.62

---

Ordered energy relative to the best compared isomer or geometry (same formula, charge and spin) results: 77.94 45.50 68.16 5.51; unit kcal per mole.
Ordered molecular weight results: 987.5 969.0 98.1 637.5; unit g mol⁻¹.